(1)
CH4BrOV | wB97M-V/def2-TZVPD

Each line ends with the Löwdin charge.
Element x y z (Å)
V 3.100 1.102 -3.176  1.049
Br 0.833 1.656 -2.105  0.123
C -0.680 -0.694 1.160  -0.158
O -1.110 0.336 0.286  -0.154
H -0.048 -0.284 1.949  0.076
H -1.550 -1.179 1.596  0.082
H -0.132 -1.479 0.630  0.074
H -0.412 0.541 -0.341  -0.091

Properties
<S²>: 3.785
energy relative to the best compared isomer or geometry (same formula, charge and spin): 0.0 kJ/mol
lowest unoccupied orbital energy (alpha / beta): -7.78 / -7.50 eV
largest force on an atom: 2.7 eV Å⁻¹
HOMO-LUMO gap (alpha / beta): 4.839 / 5.118 eV
HOMO (alpha / beta): -12.62 / -12.62 eV
net charge: +1
M: 162.9 g mol⁻¹
2S+1: 4

(2)
C44H35Br2GeN7O2PtS3 | wB97M-V/def2-TZVPD

Each line ends with the Löwdin charge.
Element x y z (Å)
Pt 1.539 -0.537 -0.279  0.938
Br 8.293 -0.610 -0.880  0.786
C 6.445 -0.553 -0.490  -0.665
C 5.828 0.670 -0.188  -0.076
C 4.476 0.661 0.068  -0.110
N 3.729 -0.442 0.040  -0.012
C 4.323 -1.644 -0.218  -0.206
C 5.699 -1.710 -0.491  -0.049
C 3.463 -2.802 -0.211  -0.197
C 3.936 -4.094 0.075  -0.046
C 3.052 -5.147 0.062  -0.668
Br 3.643 -6.901 0.463  0.784
C 1.701 -4.925 -0.237  -0.090
C 1.310 -3.633 -0.499  -0.114
N 2.138 -2.593 -0.484  -0.018
H 6.393 1.585 -0.131  0.108
H 3.982 1.583 0.342  0.100
H 6.165 -2.655 -0.721  0.108
H 4.972 -4.251 0.330  0.111
H 0.991 -5.732 -0.264  0.112
H 0.276 -3.438 -0.746  0.097
C -0.972 5.237 2.639  -0.070
C -1.001 3.924 3.083  -0.074
C -1.304 2.897 2.203  -0.144
C -1.610 3.181 0.875  -0.282
C -1.576 4.502 0.437  -0.104
C -1.254 5.524 1.314  -0.078
Ge -2.099 1.708 -0.389  1.367
C -3.752 0.801 0.265  -0.278
C -4.451 -0.131 -0.500  -0.167
C -5.530 -0.812 0.033  -0.077
C -5.917 -0.581 1.342  -0.052
C -5.235 0.348 2.108  -0.059
C -4.157 1.029 1.576  -0.109
C -2.255 2.452 -2.252  -0.266
C -1.275 3.309 -2.743  -0.125
C -1.357 3.814 -4.027  -0.061
C -2.413 3.456 -4.848  -0.058
C -3.400 2.613 -4.367  -0.066
C -3.318 2.110 -3.080  -0.099
H -0.732 6.037 3.323  0.113
H -0.778 3.694 4.114  0.115
H -1.299 1.870 2.548  0.092
H -1.826 4.737 -0.588  0.097
H -1.224 6.544 0.959  0.114
H -4.149 -0.338 -1.519  0.078
H -6.056 -1.536 -0.570  0.112
H -6.742 -1.129 1.768  0.112
H -5.531 0.534 3.129  0.115
H -3.633 1.751 2.184  0.091
H -0.445 3.602 -2.117  0.079
H -0.589 4.482 -4.388  0.109
H -2.469 3.830 -5.858  0.112
H -4.234 2.345 -4.998  0.111
H -4.109 1.474 -2.712  0.088
N 1.487 1.751 2.215  0.150
C 1.513 2.261 0.989  -0.698
N 1.312 1.578 -0.110  -0.080
C 1.626 2.288 -1.246  -0.364
C 1.641 1.779 -2.541  -0.042
C 2.024 2.612 -3.574  -0.076
C 2.389 3.934 -3.327  -0.087
C 2.390 4.448 -2.043  -0.084
C 2.013 3.616 -1.006  -0.466
S 1.997 3.931 0.718  1.114
H 1.049 0.841 2.400  0.047
H 1.570 2.364 3.006  0.110
H 1.350 0.745 -2.706  0.089
H 2.039 2.238 -4.585  0.111
H 2.689 4.562 -4.150  0.107
H 2.690 5.464 -1.843  0.111
N 0.363 -7.019 2.767  0.130
C 0.108 -5.687 2.799  -0.320
C 1.159 -4.755 2.843  -0.034
C 0.901 -3.404 2.756  -0.059
C -0.410 -2.968 2.648  -0.306
C -1.466 -3.863 2.651  -0.087
C -1.213 -5.214 2.730  -0.010
S -0.766 -1.250 2.448  0.610
O -2.174 -0.997 2.562  -0.301
O 0.143 -0.437 3.220  -0.325
N -0.347 -0.884 0.889  -0.235
C -1.023 -1.265 -0.169  -0.838
S -2.355 -2.390 -0.227  1.074
C -2.347 -2.223 -1.953  -0.385
C -1.377 -1.359 -2.357  -0.251
N -0.637 -0.822 -1.362  -0.061
H 1.285 -7.349 2.998  0.094
H -0.394 -7.660 2.930  0.104
H 2.173 -5.111 2.948  0.111
H 1.696 -2.674 2.781  0.121
H -2.472 -3.480 2.601  0.103
H -2.027 -5.922 2.738  0.115
H -3.080 -2.725 -2.549  0.066
H -1.183 -1.067 -3.373  0.114

Properties
<S²>: 0.763
energy relative to the best compared isomer or geometry (same formula, charge and spin): 258.6 kJ/mol
lowest unoccupied orbital energy (alpha / beta): -4.36 / -4.36 eV
largest force on an atom: 2.7 eV Å⁻¹
HOMO-LUMO gap (alpha / beta): 3.552 / 4.709 eV
HOMO (alpha / beta): -7.91 / -9.07 eV
net charge: +1
M: 1217.5 g mol⁻¹
2S+1: 2

(3)
C36H68Cl28F13NO2PS | wB97M-V/def2-TZVPD

Each line ends with the Löwdin charge.
Element x y z (Å)
N 1.844 -2.333 1.349  -0.186
P 1.779 -0.880 0.300  0.495
C 0.246 -1.428 -0.716  -0.250
C -0.960 -1.655 0.184  -0.176
C -2.248 -2.047 -0.485  -0.410
F -3.138 -2.591 0.421  0.073
F -2.038 -3.052 -1.404  0.093
C -2.978 -0.950 -1.297  -0.340
F -4.138 -1.450 -1.803  0.126
F -2.212 -0.609 -2.354  0.150
C -3.294 0.411 -0.582  -0.363
F -2.124 1.040 -0.403  0.151
F -4.030 1.126 -1.462  0.136
C -4.052 0.301 0.772  -0.429
F -5.032 -0.593 0.629  0.135
F -3.222 -0.123 1.709  0.150
S -4.885 1.909 1.392  0.787
F -5.891 1.043 2.276  -0.136
F -3.915 2.004 2.642  -0.128
F -3.885 2.801 0.550  -0.132
F -5.902 1.835 0.178  -0.125
F -5.611 3.226 1.884  -0.116
O 2.892 -1.591 -0.833  -0.341
C 3.692 -0.580 -1.392  -0.313
C 3.120 0.811 -1.082  -0.319
O 1.783 0.595 -0.701  -0.389
H 1.752 -3.180 0.796  0.021
H 1.104 -2.332 2.042  -0.122
H 2.924 -0.307 0.963  -0.012
H 0.949 -0.170 1.284  0.015
H 0.071 -0.602 -1.403  0.050
H 0.460 -2.315 -1.315  0.076
H -1.083 -0.748 0.778  0.096
H -0.737 -2.478 0.869  0.067
H 4.768 -0.671 -1.191  0.090
H 3.603 -0.700 -2.483  0.036
H 3.599 1.332 -0.247  -0.002
H 3.183 1.475 -1.951  0.088
Cl -0.402 -3.232 3.334  0.672
C -2.084 -3.108 3.897  -0.637
C -2.225 -3.321 5.381  -0.637
Cl -1.876 -5.011 5.849  0.562
H -2.673 -3.831 3.338  0.068
H -2.429 -2.107 3.641  0.071
H -3.250 -3.115 5.687  0.045
H -1.556 -2.678 5.946  0.073
Cl 1.422 -8.350 7.315  0.529
C -0.283 -8.728 6.948  -0.656
C -1.235 -8.029 7.882  -0.696
Cl -1.129 -8.660 9.550  0.531
H -0.400 -9.807 6.996  0.068
H -0.469 -8.398 5.927  0.073
H -2.259 -8.187 7.549  -0.009
H -1.041 -6.960 7.918  0.040
Cl 4.815 4.604 -1.214  0.540
C 4.663 5.030 0.510  -0.672
C 5.524 4.155 1.387  -0.662
Cl 4.913 2.486 1.415  0.611
H 3.613 4.957 0.782  0.035
H 4.976 6.070 0.606  0.067
H 5.507 4.527 2.411  0.067
H 6.553 4.140 1.037  0.062
Cl 1.026 6.423 0.250  0.540
C -0.426 5.549 -0.316  -0.640
C -1.037 4.689 0.758  -0.671
Cl -0.020 3.290 1.164  0.589
H -0.142 4.960 -1.185  0.073
H -1.139 6.313 -0.627  0.042
H -1.988 4.298 0.405  0.048
H -1.211 5.264 1.666  0.067
Cl 2.295 10.392 -0.872  0.536
C 1.004 11.400 -0.172  -0.669
C -0.150 10.577 0.339  -0.657
Cl -1.063 9.792 -0.971  0.527
H 0.680 12.104 -0.935  0.064
H 1.446 11.956 0.653  0.069
H -0.850 11.221 0.869  0.072
H 0.188 9.796 1.017  0.062
Cl 4.967 -1.899 1.686  0.631
C 6.670 -2.134 2.129  -0.677
C 7.420 -2.962 1.117  -0.669
Cl 6.889 -4.668 1.099  0.514
H 6.710 -2.594 3.115  0.061
H 7.130 -1.147 2.186  0.066
H 8.483 -2.970 1.355  0.062
H 7.286 -2.565 0.113  0.064
Cl -4.468 11.164 -1.170  0.523
C -4.806 9.957 -2.442  -0.682
C -5.311 8.654 -1.876  -0.669
Cl -4.050 7.771 -0.977  0.530
H -3.896 9.816 -3.019  0.063
H -5.567 10.385 -3.091  0.055
H -5.630 8.004 -2.688  0.001
H -6.153 8.814 -1.207  0.072
Cl -5.587 -4.246 7.222  0.547
C -5.645 -5.446 5.906  -0.667
C -6.001 -6.823 6.398  -0.642
Cl -4.703 -7.506 7.414  0.582
H -4.670 -5.448 5.424  0.028
H -6.392 -5.105 5.190  0.076
H -6.130 -7.489 5.547  0.075
H -6.916 -6.823 6.985  0.068
Cl 1.036 2.385 -4.169  0.550
C 0.880 1.172 -5.466  -0.701
C 0.388 -0.160 -4.964  -0.641
Cl 1.590 -0.999 -3.958  0.666
H 1.848 1.074 -5.947  -0.030
H 0.170 1.575 -6.188  0.066
H 0.183 -0.807 -5.817  0.067
H -0.523 -0.053 -4.378  0.055
Cl 2.792 3.485 -7.483  0.567
C 4.073 2.697 -8.441  -0.654
C 3.626 1.389 -9.041  -0.651
Cl 3.361 0.140 -7.803  0.576
H 4.932 2.558 -7.791  0.072
H 4.344 3.386 -9.239  0.069
H 4.398 1.013 -9.713  0.062
H 2.702 1.504 -9.603  0.067
Cl 6.678 -6.321 9.643  0.530
C 5.521 -7.402 8.823  -0.666
C 4.987 -8.465 9.747  -0.667
Cl 6.240 -9.649 10.212  0.524
H 6.024 -7.839 7.964  0.069
H 4.699 -6.782 8.469  0.072
H 4.195 -9.020 9.247  0.060
H 4.586 -8.031 10.659  0.068
Cl -5.597 -6.746 0.007  0.519
C -4.860 -5.400 -0.912  -0.669
C -4.938 -5.615 -2.400  -0.662
Cl -3.900 -6.958 -2.948  0.534
H -3.831 -5.292 -0.580  0.062
H -5.406 -4.498 -0.646  0.071
H -4.593 -4.716 -2.907  0.071
H -5.954 -5.832 -2.716  0.065
Cl -6.703 5.512 -3.885  0.556
C -5.900 5.664 -5.469  -0.653
C -5.001 6.871 -5.528  -0.641
Cl -5.929 8.398 -5.489  0.561
H -6.672 5.706 -6.233  0.067
H -5.307 4.763 -5.615  0.076
H -4.433 6.867 -6.456  0.075
H -4.304 6.884 -4.692  0.069
Cl 6.500 -1.298 -8.531  0.519
C 6.975 -2.870 -7.838  -0.662
C 5.908 -3.418 -6.924  -0.673
Cl 5.731 -2.450 -5.443  0.557
H 7.915 -2.732 -7.312  0.066
H 7.136 -3.553 -8.671  0.069
H 6.176 -4.429 -6.620  0.071
H 4.941 -3.445 -7.421  0.066

Properties
lowest unoccupied orbital energy: 1.56 eV
largest force on an atom: 1.4 eV Å⁻¹
HOMO-LUMO gap: 5.846 eV
HOMO: -4.29 eV
net charge: -1
M: 1849.6 g mol⁻¹
2S+1: 1